<1>
C9H12NOP in the gas phase. Source: OMol25; level of theory: wB97M-V/def2-TZVPD.

```
! RIJCOSX wB97M-V def2-TZVPD def2/J DEFGRID3
* xyz 0 1
C -2.777 0.744 0.916
N -1.493 0.475 0.276
C -1.608 0.315 -1.135
C -1.950 -1.200 -1.487
O -1.190 -2.040 -0.642
P -0.789 -0.897 0.969
C 0.965 -0.494 0.589
C 1.468 0.452 1.535
C 2.724 1.033 1.377
C 3.472 0.649 0.245
C 3.006 -0.335 -0.677
C 1.795 -0.931 -0.452
H -2.772 0.366 1.993
H -2.957 1.836 0.963
H -3.733 0.296 0.660
H -0.737 0.459 -1.592
H -2.382 0.843 -1.614
H -3.019 -1.455 -1.338
H -1.639 -1.500 -2.438
H 0.930 0.830 2.401
H 3.095 1.707 2.138
H 4.543 1.032 0.121
H 3.570 -0.581 -1.574
H 1.476 -1.603 -1.234
*
```

LUMO level, eV: 0.94
E_HOMO, eV: -8.9
Orbital gap, eV: 9.85

Results of the natural (NBO) charge analysis, in e, for atoms 1 through 2:
1. C -0.445
2. N -0.728


<2>
C9H12NOP in the gas phase. Source: OMol25; level of theory: wB97M-V/def2-TZVPD.

```
! RIJCOSX wB97M-V def2-TZVPD def2/J DEFGRID3
* xyz 0 1
C -2.661 0.665 -1.331
C -1.338 0.705 -1.131
C -0.794 -0.251 -0.029
C -0.621 -1.726 -0.567
P -1.918 -2.322 -1.868
O -2.900 -3.020 -1.039
C 0.290 0.311 0.776
C 0.266 0.494 2.152
C 1.568 1.015 2.559
C 2.286 1.080 1.434
N 1.521 0.778 0.357
C 2.115 0.487 -0.911
H -3.375 -0.037 -0.706
H -2.981 1.247 -2.075
H -0.470 1.189 -1.542
H -1.688 -0.533 0.685
H 0.389 -2.090 -1.001
H -0.814 -2.409 0.327
H -0.445 0.369 2.974
H 1.843 1.258 3.529
H 3.218 1.460 1.321
H 1.339 -0.025 -1.392
H 2.125 1.409 -1.526
H 3.045 -0.054 -0.996
*
```

LUMO level, eV: -0.45
E_HOMO, eV: -8.2
Orbital gap, eV: 7.78

Results of the natural (NBO) charge analysis, in e, for atoms 1 through 2:
1. C -0.406
2. C -0.169


Relative energies, unit eV: <1> 0.000; <2> 1.421


<1>
A gas-phase ion, C9H16N3O (charge +1). Source: OMol25; level of theory: wB97M-V/def2-TZVPD.

```
! RIJCOSX wB97M-V def2-TZVPD def2/J DEFGRID3
* xyz 1 1
C -1.358 0.759 1.583
C -0.063 0.420 1.508
C 0.952 0.676 2.624
N 2.277 0.275 2.035
C 2.181 -0.174 0.753
O 3.142 -0.384 0.098
C 0.711 -0.243 0.364
N 0.231 -1.476 -0.083
C -0.979 -2.118 0.307
C 0.605 -1.670 -1.460
C 0.244 -0.319 -2.204
N 0.558 0.677 -1.182
C -0.236 1.995 -1.043
H -2.011 0.720 0.709
H -1.949 1.134 2.426
H 0.873 1.761 2.893
H 0.812 0.255 3.571
H 3.023 -0.018 2.587
H -1.036 -2.114 1.363
H -1.783 -1.675 -0.131
H -0.843 -3.085 0.026
H 0.179 -2.606 -1.825
H 1.749 -1.804 -1.407
H 0.800 -0.143 -3.248
H -0.778 -0.219 -2.569
H 1.552 0.989 -1.239
H -1.184 1.919 -0.467
H 0.507 2.538 -0.451
H -0.289 2.379 -2.080
*
```

LUMO level, eV: -3.56
E_HOMO, eV: -12.9
Orbital gap, eV: 9.29

Results of the natural (NBO) charge analysis, in e, for atoms 1 through 2:
1. C -0.315
2. C -0.065


<2>
2 unconnected molecules or ions with the total composition C9H16N3O. Source: OMol25; level of theory: wB97M-V/def2-TZVPD.

```
! RIJCOSX wB97M-V def2-TZVPD def2/J DEFGRID3
* xyz 1 1
C -0.443 -3.834 -2.329
C -0.873 -3.106 0.017
N -2.032 -2.498 -0.288
N -0.010 -3.510 -0.891
N -0.416 -3.057 1.299
H -2.403 -2.491 -1.218
H -2.546 -2.116 0.477
H 0.955 -3.806 -0.851
H 0.420 -3.518 1.588
H -0.560 -2.209 1.838
H -0.048 -4.790 -2.651
H -0.039 -3.076 -2.978
H -1.519 -3.933 -2.430
C 2.132 4.268 -0.551
C -0.414 1.367 1.222
C -0.916 2.026 0.119
C 0.740 1.747 1.952
C 0.033 2.941 -0.455
C 1.686 2.486 1.276
C 1.295 3.106 0.054
O -1.267 0.452 1.841
H -2.162 0.771 1.974
H -1.815 1.906 -0.463
H 0.865 1.112 2.834
H -0.184 3.385 -1.441
H 2.600 2.684 1.782
H 1.767 5.131 0.033
H 1.990 4.336 -1.598
H 3.165 4.226 -0.161
*
```

LUMO level, eV: -2.90
E_HOMO, eV: -11.1
Orbital gap, eV: 8.19

Results of the natural (NBO) charge analysis, in e, for atoms 1 through 2:
1. C -0.430
2. C 0.683


<3>
2 unconnected molecules or ions with the total composition C9H16N3O. Source: OMol25; level of theory: wB97M-V/def2-TZVPD.

```
! RIJCOSX wB97M-V def2-TZVPD def2/J DEFGRID3
* xyz 1 1
C -2.430 0.693 2.333
C 0.004 0.359 2.537
N -1.125 1.221 2.616
N -0.034 -0.874 1.972
N 1.100 0.725 3.354
H -1.041 2.232 2.850
H -0.748 -1.103 1.254
H 0.790 -1.458 1.960
H 1.193 1.651 3.703
H 2.043 0.311 3.222
H -3.078 0.661 3.081
H -2.595 -0.138 1.783
H -2.905 1.328 1.586
C -1.214 0.492 -3.952
C 1.262 -0.680 -0.777
C 0.111 -1.531 -0.965
C 1.341 0.616 -1.357
C -0.820 -1.007 -1.922
C 0.509 0.871 -2.384
C -0.565 0.086 -2.714
O 2.246 -1.281 -0.101
H -0.067 -2.574 -0.710
H 2.785 -0.814 0.515
H 2.137 1.248 -1.200
H -1.676 -1.602 -1.913
H 0.472 1.863 -2.832
H -0.760 1.363 -4.215
H -2.313 0.584 -3.845
H -0.983 -0.189 -4.823
*
```

LUMO level, eV: -3.07
E_HOMO, eV: -11.3
Orbital gap, eV: 8.23

Results of the natural (NBO) charge analysis, in e, for atoms 1 through 2:
1. C -0.437
2. C 0.697


Relative energies, unit eV: <1> 2.133; <2> 0.000; <3> 1.363


<1>
2 unconnected molecules or ions with the total composition C9H14. Source: OMol25; level of theory: wB97M-V/def2-TZVPD.

```
! RIJCOSX wB97M-V def2-TZVPD def2/J DEFGRID3
* xyz -1 2
C 0.046 2.172 -0.964
C -1.807 0.272 1.716
C -0.861 -0.200 2.604
C -1.522 1.069 0.612
C -0.153 1.415 0.285
C 0.507 0.226 2.341
C 0.776 1.009 1.267
H -2.861 0.056 1.846
H -1.139 -0.839 3.431
H -2.351 1.412 0.000
H 1.194 -0.210 3.076
H 0.175 3.289 -0.688
H -0.820 2.162 -1.609
H 1.816 1.273 1.189
H 0.834 1.851 -1.677
C 0.050 -1.701 -1.388
C 1.364 -2.147 -1.997
H 0.202 -0.727 -0.878
H -0.580 -1.303 -2.192
H -0.236 -2.461 -0.675
H 2.217 -2.133 -1.298
H 1.765 -1.316 -2.598
H 1.385 -3.170 -2.404
*
```

LUMO level (spin up / spin down), eV: 3.79 / 3.76
E_HOMO (spin up / spin down), eV: 0.9 / -3.2
Orbital gap (spin up / spin down), eV: 2.90 / 7.00

Results of the natural (NBO) charge analysis, in e, for atoms 1 through 2:
1. C -0.608
2. C -0.215


<2>
2 unconnected molecules or ions with the total composition C9H14. Source: OMol25; level of theory: wB97M-V/def2-TZVPD.

```
! RIJCOSX wB97M-V def2-TZVPD def2/J DEFGRID3
* xyz -1 2
C -3.521 0.329 -1.994
C -2.055 -0.054 -1.666
H -3.759 -0.014 -2.980
H -4.213 -0.078 -1.269
H -3.637 1.404 -2.105
H -1.528 -0.567 -2.485
H -1.429 0.797 -1.385
H -2.030 -0.619 -0.747
C 0.163 -1.831 0.614
C 2.335 -0.636 0.376
C 1.081 -0.702 0.950
C 3.148 0.480 0.471
C 2.711 1.597 1.276
C 0.652 0.420 1.752
C 1.482 1.525 1.908
H 2.613 -1.449 -0.276
H 4.129 0.545 -0.024
H 0.735 -2.711 0.310
H -0.542 -1.597 -0.216
H 3.353 2.479 1.328
H -0.351 0.408 2.198
H 1.191 2.370 2.539
H -0.527 -2.098 1.424
*
```

LUMO level (spin up / spin down), eV: 3.62 / 3.50
E_HOMO (spin up / spin down), eV: 1.1 / -3.3
Orbital gap (spin up / spin down), eV: 2.52 / 6.83

Results of the natural (NBO) charge analysis, in e, for atoms 1 through 2:
1. C -0.627
2. C -0.673


Relative energies, unit eV: <1> 0.511; <2> 0.000


<1>
2 unconnected molecules or ions with the total composition C5H9NO6. Source: OMol25; level of theory: wB97M-V/def2-TZVPD.

```
! RIJCOSX wB97M-V def2-TZVPD def2/J DEFGRID3
* xyz 0 1
H 2.241 -1.273 -2.429
O 2.221 -0.293 -2.340
C 0.889 0.066 -1.968
C 0.382 -0.837 -0.819
O 0.435 -2.023 -1.041
C -0.100 -0.172 0.587
C -1.507 -0.732 0.900
C 1.034 -0.523 1.592
O 0.625 0.109 2.777
H 1.219 -0.135 3.498
O 0.102 1.117 0.628
O -1.534 1.580 -0.891
N -1.888 2.738 -0.637
O -2.777 3.370 -1.251
H 0.859 1.113 -1.619
H 0.244 -0.069 -2.883
H -1.598 -1.837 0.910
H -1.773 -0.284 1.861
H -2.197 -0.280 0.179
H 1.185 -1.631 1.734
H 1.936 -0.005 1.212
*
```

LUMO level (spin up / spin down), eV: -3.02 / -1.47
E_HOMO (spin up / spin down), eV: -9.4 / -9.3
Orbital gap (spin up / spin down), eV: 6.35 / 7.82

Results of the natural (NBO) charge analysis, in e, for atoms 1 through 2:
1. H 0.478
2. O -0.708


<2>
C5H9NO6 in the gas phase. Source: OMol25; level of theory: wB97M-V/def2-TZVPD.

```
! RIJCOSX wB97M-V def2-TZVPD def2/J DEFGRID3
* xyz 0 1
O 0.357 -2.445 -0.400
C 0.670 -1.529 0.295
O 0.274 -1.421 1.549
C 1.643 -0.495 -0.191
O 1.991 -0.718 -1.518
O 2.757 -0.404 0.630
C 0.889 0.916 -0.191
O 0.723 1.342 1.103
C -0.438 0.919 -0.941
C -1.435 0.188 -0.107
N -2.380 -0.538 -0.585
O -3.213 -1.110 0.372
H -0.088 -2.255 1.760
H 1.387 -1.406 -1.751
H 3.556 -1.063 0.423
H 1.679 1.446 -0.759
H 0.694 0.558 1.669
H -0.428 0.489 -1.955
H -0.883 1.884 -0.793
H -1.273 0.210 1.054
H -3.839 -1.421 -0.304
*
```

LUMO level, eV: 0.47
E_HOMO, eV: -9.7
Orbital gap, eV: 10.13

Results of the natural (NBO) charge analysis, in e, for atoms 1 through 2:
1. O -0.584
2. C 0.742


Relative energies, unit eV: <1> 4.880; <2> 0.000


<1>
A molecular structure, C2H3FS2. Source: OMol25; level of theory: wB97M-V/def2-TZVPD.

```
! RIJCOSX wB97M-V def2-TZVPD def2/J DEFGRID3
* xyz 0 1
C 1.154 -0.325 0.412
C 0.883 0.759 -0.290
F -3.461 -1.047 -0.453
S -0.679 1.330 -0.751
S -2.082 -0.641 0.343
H 2.222 -0.603 0.687
H 0.417 -0.918 0.676
H 1.546 1.445 -0.623
*
```

LUMO level, eV: -2.25
E_HOMO, eV: -9.0
Orbital gap, eV: 6.72

Results of the natural (NBO) charge analysis, in e, for atoms 1 through 2:
1. C -0.400
2. C -0.382


<2>
2 unconnected molecules or ions with the total composition C2H3FS2. Source: OMol25; level of theory: wB97M-V/def2-TZVPD.

```
! RIJCOSX wB97M-V def2-TZVPD def2/J DEFGRID3
* xyz 0 1
C -0.571 -0.050 0.108
C -0.033 -0.831 -0.738
F 2.542 2.469 0.893
S 2.829 -0.124 -0.436
S 2.204 0.812 1.072
H -1.565 -0.121 0.544
H 0.180 0.628 0.712
H -0.214 -1.573 -1.405
*
```

LUMO level (spin up / spin down), eV: -0.45 / -1.56
E_HOMO (spin up / spin down), eV: -8.7 / -8.8
Orbital gap (spin up / spin down), eV: 8.28 / 7.25

Results of the natural (NBO) charge analysis, in e, for atoms 1 through 2:
1. C -0.528
2. C -0.039


Relative energies, unit eV: <1> 0.000; <2> 0.623


<1>
2 unconnected molecules or ions with the total composition C4H9NO. Source: OMol25; level of theory: wB97M-V/def2-TZVPD.

```
! RIJCOSX wB97M-V def2-TZVPD def2/J DEFGRID3
* xyz -1 2
C -1.176 -0.583 0.828
C -0.166 -0.886 -0.299
C 0.121 -2.114 -0.668
C -0.467 1.323 -0.816
N 0.262 0.280 -0.981
H -1.186 -1.356 1.707
H -2.306 -0.450 0.491
H -0.891 0.378 1.408
H 0.341 -2.326 -1.742
H -0.125 -2.912 0.029
H 0.031 2.237 -1.117
H -1.523 1.325 -0.578
H 2.192 1.461 -0.137
H 2.180 1.792 1.298
O 2.713 1.829 0.577
*
```

LUMO level (spin up / spin down), eV: 4.32 / 4.23
E_HOMO (spin up / spin down), eV: -0.1 / -3.4
Orbital gap (spin up / spin down), eV: 4.41 / 7.64

Results of the natural (NBO) charge analysis, in e, for atoms 1 through 2:
1. C -0.673
2. C 0.106


<2>
2 unconnected molecules or ions with the total composition C4H9NO. Source: OMol25; level of theory: wB97M-V/def2-TZVPD.

```
! RIJCOSX wB97M-V def2-TZVPD def2/J DEFGRID3
* xyz -1 2
C 0.725 -4.723 -1.439
C 2.347 -3.193 -0.921
N 2.043 -4.134 -1.707
H 0.666 -4.981 -0.384
H 0.526 -5.578 -2.080
H -0.053 -4.010 -1.720
H 3.261 -2.641 -1.063
H 1.662 -2.960 -0.104
O -2.709 3.702 2.584
C -1.638 4.272 2.155
C -1.537 4.943 0.800
H -0.681 3.825 2.525
H -2.410 5.608 0.738
H -1.509 4.242 -0.060
H -0.692 5.628 0.676
*
```

LUMO level (spin up / spin down), eV: 2.75 / 2.75
E_HOMO (spin up / spin down), eV: 0.5 / -2.7
Orbital gap (spin up / spin down), eV: 2.21 / 5.43

Results of the natural (NBO) charge analysis, in e, for atoms 1 through 2:
1. C -0.458
2. C -0.064


Relative energies, unit eV: <1> 0.000; <2> 0.236